180
Properties=species:S:1:pos:R:3:forces:R:3:mulliken_charge:R:1 method="wB97M-V/def2-TZVPD" homo_lumo_gap_ev=8.70 homo_ha=-0.308 total_energy_ha=-3131.53216
C 0.92332 -0.44890 -4.25592 -0.747 -0.840 0.089 -0.3200
O 0.76859 -1.76288 -4.76213 -0.320 -0.272 0.284 -0.4619
C 1.74045 -2.67983 -4.28122 0.387 0.071 -0.101 0.4866
C 1.35103 -4.08503 -4.71789 -0.604 0.595 -0.062 -1.2892
N 1.47760 -4.31703 -6.15151 0.413 -0.307 0.234 -0.3609
C 2.85252 -4.43159 -6.64903 -0.984 1.069 -0.201 -0.3246
C 2.79635 -4.42121 -8.17505 0.749 -1.221 0.964 -0.7277
O 2.17100 -3.26469 -8.64684 0.048 0.012 -0.132 -0.2369
C 2.23356 -3.19544 -10.05702 -0.104 1.018 0.185 -0.8041
H 0.20069 0.13812 -4.82201 0.522 0.413 -0.242 0.4236
H 1.97301 -0.15378 -4.31934 -0.105 0.461 -0.109 0.3270
H 0.57147 -0.39047 -3.21826 0.394 -0.098 0.146 -0.2440
H 1.87106 -2.66668 -3.19302 -0.204 0.288 0.062 -0.0353
H 2.68781 -2.35925 -4.73184 0.261 -0.243 0.180 0.3690
H 0.28899 -4.18163 -4.46515 -0.007 -0.064 -0.017 0.2836
H 1.85004 -4.83052 -4.09871 0.362 -0.079 -0.300 0.3954
H 1.04650 -3.52774 -6.62086 -0.070 -0.076 -0.067 0.3238
H 3.32261 -5.32710 -6.24681 -0.013 -0.187 -0.223 0.4066
H 3.47819 -3.57156 -6.36357 0.057 -0.038 0.152 0.1554
H 2.26412 -5.32344 -8.50202 -0.052 0.073 -0.182 0.3497
H 3.85124 -4.51136 -8.47819 -0.151 0.214 -0.517 0.4180
H 1.72527 -4.02642 -10.54794 0.227 -0.238 0.028 0.3096
H 3.27300 -3.06231 -10.37008 0.043 -0.455 -0.204 0.3139
H 1.72678 -2.27498 -10.35353 -0.127 -0.080 0.087 0.2386
C 1.04899 -2.06292 4.56660 0.298 0.207 -0.779 -0.5237
O 0.76113 -3.44015 4.59654 -0.159 0.275 0.460 -0.2829
C 0.62497 -3.89819 5.91451 -0.461 -0.814 0.819 -0.6184
C 0.13104 -5.34266 5.89970 0.819 -0.083 -0.526 -0.5015
N 0.07384 -5.93078 7.22359 -0.207 0.097 0.444 -0.3693
C -0.04403 -7.38821 7.16082 -0.124 0.208 -0.214 -0.5090
C -1.41683 -7.84466 6.67827 0.082 0.611 -0.282 -0.5086
O -1.58363 -9.16482 7.11693 -0.016 -0.374 -0.346 -0.3179
C -2.86955 -9.69197 6.85762 0.124 -0.005 0.519 -0.7420
H 1.24637 -1.82900 3.51794 -0.011 0.114 0.071 -0.0943
H 1.94833 -1.80447 5.13818 -0.018 -0.136 0.108 0.4919
H 0.22638 -1.42182 4.90398 -0.125 -0.224 0.151 0.2286
H -0.06815 -3.30410 6.52375 -0.079 0.279 -0.260 0.3357
H 1.58375 -3.88659 6.45190 0.170 0.159 -0.131 0.3934
H 0.87329 -5.89195 5.29252 -0.276 -0.036 -0.263 0.2781
H -0.84010 -5.42073 5.40866 0.004 0.089 0.004 0.2138
H 0.94293 -5.72778 7.70649 -0.078 0.096 0.018 0.2576
H 0.04826 -7.82128 8.15635 0.221 0.166 0.065 0.3932
H 0.76371 -7.76672 6.52067 -0.142 -0.429 -0.001 0.3128
H -1.54712 -7.77066 5.59086 0.241 -0.195 -0.105 0.3158
H -2.16552 -7.14285 7.07424 -0.076 -0.224 0.389 0.3482
H -2.83941 -10.76572 7.03338 0.112 0.012 0.137 0.2535
H -3.21613 -9.55503 5.83043 0.094 0.320 -0.046 0.2944
H -3.54914 -9.23300 7.58106 -0.406 -0.064 -0.267 0.3066
C 0.80882 4.36776 0.36260 -1.205 0.343 -0.345 -0.6744
O 0.98832 5.73823 0.09984 0.527 -0.026 -0.192 -0.4253
C -0.09328 6.29262 -0.62330 -0.150 0.313 0.841 -0.1763
C 0.13773 7.79336 -0.74350 0.158 -0.305 -0.019 -0.9120
N -0.76403 8.35884 -1.73268 0.277 0.007 -0.157 -0.2183
C -0.41801 9.73925 -2.05234 0.053 -0.291 0.841 -0.6365
C -1.37551 10.34230 -3.04071 0.813 0.615 -0.753 -0.5715
O -2.67300 10.28760 -2.51758 -0.041 -0.073 0.116 -0.2928
C -3.63772 10.75645 -3.40824 -0.890 0.314 -0.503 -0.7875
H 0.42101 3.86833 -0.53636 0.494 -0.187 -0.146 0.0637
H -0.02092 4.23399 1.06853 0.349 -0.076 0.454 0.4497
H 1.74212 3.93869 0.70892 -0.007 -0.064 0.079 0.2606
H -1.00843 6.14021 -0.03390 -0.171 -0.148 -0.192 0.1429
H -0.22533 5.80373 -1.59243 0.136 0.091 -0.141 0.2420
H 1.18055 7.97654 -1.01678 -0.060 -0.104 -0.360 0.4573
H 0.05000 8.25022 0.25240 -0.185 0.003 0.044 0.2723
H -1.71040 8.33772 -1.36932 -0.037 0.037 -0.115 0.2428
H 0.61729 9.77308 -2.40063 -0.136 -0.060 -0.383 0.3906
H -0.39867 10.33092 -1.12092 -0.212 0.262 -0.158 0.3147
H -1.29559 9.89726 -4.04369 -0.261 -0.657 0.265 0.3683
H -1.04624 11.37089 -3.26925 -0.290 0.191 0.472 0.4059
H -3.44561 11.77888 -3.75381 0.247 0.011 0.055 0.3026
H -4.61886 10.77696 -2.93234 0.191 -0.078 0.348 0.2563
H -3.77352 10.12735 -4.29663 0.391 -0.138 0.007 0.3166
C -0.57185 -3.59322 -0.72432 0.356 -0.035 -0.382 -0.0073
O -1.96291 -3.38026 -0.78639 0.035 0.125 0.334 -0.4145
C -2.31578 -2.11539 -1.28085 -0.623 0.811 -0.716 0.7613
C -2.50352 -2.07195 -2.79363 0.182 0.190 -0.142 -0.1721
N -3.77741 -2.61438 -3.23914 -0.046 -1.072 0.040 -0.3855
C -3.78797 -2.89585 -4.67151 0.053 0.981 -0.267 -0.3829
C -5.01996 -3.62978 -5.14934 0.878 -0.048 -0.449 -0.6934
O -4.95635 -4.97890 -4.74855 -0.059 -0.159 0.131 -0.2746
C -6.10323 -5.69923 -5.12460 -0.170 -0.144 -0.203 -0.7655
H -0.42967 -4.64330 -0.48343 0.125 -0.029 -0.135 0.4491
H -0.02451 -2.99930 0.01878 -0.490 0.116 0.292 -0.0569
H -0.08380 -3.33188 -1.67096 -0.057 -0.323 -0.144 -0.2476
H -1.58769 -1.33230 -1.04972 0.191 -0.267 0.367 -0.6864
H -3.27211 -1.80242 -0.84831 0.070 -0.228 0.271 0.4712
H -1.63312 -2.56796 -3.25363 -0.059 0.026 -0.155 -0.2494
H -2.49337 -1.02477 -3.11860 0.236 0.014 0.069 0.3003
H -3.87217 -3.54110 -2.81990 -0.112 0.207 0.234 0.3177
H -2.84909 -3.36652 -4.99536 -0.211 -0.504 -0.028 0.1774
H -3.79503 -1.96845 -5.26272 -0.006 0.240 0.423 0.3679
H -4.95887 -3.54822 -6.24502 -0.340 -0.268 -0.055 0.4035
H -5.94300 -3.13733 -4.82747 0.008 -0.037 0.229 0.3574
H -5.98023 -6.75806 -4.89975 0.209 0.114 0.319 0.2371
H -6.27333 -5.66023 -6.20837 -0.047 0.273 0.014 0.2985
H -6.98070 -5.31522 -4.59398 -0.107 -0.057 -0.107 0.3131
C -3.89388 2.19918 -0.37565 -0.468 -0.270 0.455 -1.0066
C -4.21181 3.32333 0.61247 0.574 0.272 -0.938 0.3381
C -3.09678 3.45142 1.63555 -0.698 -0.351 0.914 -0.3443
O -4.20676 4.56991 -0.10040 -0.048 0.120 0.031 -0.5196
H -4.53428 2.18961 -1.26183 0.027 0.354 -0.009 0.5018
H -4.09313 1.22757 0.08677 0.394 -0.019 0.088 0.1538
H -2.85033 2.30240 -0.67116 0.005 -0.231 -0.138 0.1704
H -5.19989 3.19631 1.06604 0.140 -0.170 0.190 0.2444
H -3.02241 2.54527 2.24637 0.071 -0.142 -0.241 0.0398
H -3.32808 4.22786 2.36742 0.112 0.259 -0.252 0.4011
H -2.13544 3.64311 1.16686 -0.041 0.072 -0.139 -0.2325
H -4.70183 4.44926 -0.91690 -0.029 0.049 0.047 0.2992
C -2.83356 -0.66445 3.19072 -0.171 -0.379 0.750 -0.4124
C -3.34105 -2.02836 2.71734 -0.298 0.467 -0.710 0.3303
C -2.20809 -3.00127 2.50311 -0.089 -0.215 -0.018 -0.2272
O -4.33649 -2.61588 3.55827 0.219 0.446 0.133 -0.6114
H -2.56652 -0.01220 2.36016 0.334 -0.157 -0.044 -0.0699
H -1.98251 -0.86400 3.84992 0.149 0.423 -0.090 -0.0813
H -3.57952 -0.11929 3.77394 -0.136 -0.127 -0.049 0.3965
H -3.83114 -1.83736 1.75791 -0.230 -0.327 0.065 0.1918
H -2.59852 -3.89520 2.01866 0.129 -0.043 -0.024 0.3480
H -1.78307 -3.28692 3.46974 0.167 0.061 -0.056 0.0863
H -1.43192 -2.57211 1.86676 0.044 -0.025 0.067 -0.3221
H -4.00805 -2.55370 4.46395 -0.095 -0.118 -0.039 0.3701
C -2.18477 3.33009 5.75544 -0.313 -0.047 1.253 -1.0716
C -0.75369 2.85679 5.92615 0.105 0.035 -0.275 0.5739
C -0.37472 1.91847 4.79155 -0.158 -0.420 -0.302 -0.2777
O 0.11298 3.99420 5.91321 -0.056 -0.284 -0.244 -0.6297
H -2.49980 3.45733 4.72328 0.114 0.105 -0.057 0.0065
H -2.34669 4.23963 6.33893 0.206 0.241 -0.362 0.4113
H -2.85399 2.63276 6.26929 -0.026 -0.281 -0.431 0.3454
H -0.63443 2.36514 6.89676 -0.142 -0.128 0.035 0.2018
H -1.02159 1.04492 4.66959 -0.306 0.185 0.330 -0.1600
H 0.62416 1.48496 4.88751 0.181 0.420 -0.020 0.3090
H -0.48711 2.49503 3.86920 0.365 -0.080 -0.103 0.0765
H 1.00378 3.63149 5.80898 0.156 0.234 0.190 0.2462
C 5.01194 -1.45394 -2.62230 0.535 -0.450 0.071 -0.7377
C 4.94020 -2.22177 -1.29601 -0.787 0.920 0.127 0.3807
C 5.36257 -1.34715 -0.10746 0.097 0.000 -0.377 -1.0305
O 3.59462 -2.64675 -1.11184 -0.001 -0.531 0.123 -0.6595
H 4.85255 -2.14881 -3.44792 -0.138 0.021 -0.009 0.0786
H 6.00348 -1.01700 -2.77327 -0.093 0.172 0.036 0.4719
H 4.23540 -0.68968 -2.66240 0.070 0.122 0.063 -0.0348
H 5.56638 -3.11136 -1.35726 -0.077 -0.110 0.091 0.4019
H 5.18134 -1.82911 0.85284 0.171 -0.266 -0.081 0.2961
H 4.76165 -0.43476 -0.08899 0.037 0.074 -0.167 -0.0776
H 6.41571 -1.07711 -0.21323 -0.002 0.045 0.212 0.4483
H 3.04310 -1.85544 -0.96070 0.228 -0.004 -0.120 0.0544
C 4.09272 3.73701 -3.02074 -0.293 -0.256 -0.514 -1.7446
C 2.86151 3.33096 -2.19581 0.883 0.067 -1.409 0.9493
C 1.66027 3.07944 -3.09224 -0.574 0.246 0.455 -1.1080
O 3.22815 2.09935 -1.55349 -0.331 0.223 0.422 -0.2672
H 4.38153 2.95760 -3.73423 -0.117 -0.363 0.368 0.3750
H 4.92596 3.89398 -2.33386 0.123 0.412 -0.231 0.4759
H 3.91075 4.57151 -3.70088 0.033 0.454 0.587 0.4095
H 2.67476 4.15485 -1.50675 -0.186 -0.328 0.447 -0.0231
H 1.07882 3.99374 -3.23701 0.412 0.215 -0.273 0.3552
H 0.90785 2.43493 -2.62978 0.362 -0.374 0.052 0.0450
H 1.97466 2.67774 -4.05313 -0.139 -0.124 -0.021 0.3998
H 4.16225 2.14168 -1.32137 -0.043 -0.030 0.041 0.1051
C 1.96208 0.60293 1.45210 -0.582 -0.088 0.576 -1.1909
C 1.24653 -0.15784 0.34186 0.626 0.869 -0.586 1.5663
C 0.06096 0.62207 -0.20718 0.042 0.487 0.668 0.7851
O 2.15225 -0.27522 -0.76775 0.114 -0.365 0.062 1.4444
H 2.88434 0.09731 1.73592 0.017 0.005 0.002 0.4605
H 1.31868 0.69399 2.33570 0.051 -0.181 0.032 0.3720
H 2.17771 1.63564 1.17064 0.153 -0.094 -0.298 -0.2247
H 1.01585 -1.17146 0.67026 -0.099 -0.007 -0.115 -0.4874
H -0.80526 0.69707 0.45608 -0.018 -0.318 -0.026 0.0529
H -0.21119 0.25892 -1.19397 -0.156 -0.049 0.047 -0.4224
H 0.43539 1.64685 -0.29431 -0.165 0.039 -0.314 -1.1052
H 2.46212 0.61864 -1.03380 -0.196 -0.337 0.106 -0.8214
C 4.18820 1.51813 4.47401 -0.097 0.210 0.105 -1.0627
C 4.03911 2.81621 5.28352 0.263 -0.680 -0.678 0.6365
C 3.78065 4.00954 4.37651 -0.380 -0.055 0.548 -1.2712
O 2.94538 2.75270 6.18972 -0.121 0.056 0.239 -0.5061
H 3.22301 1.11471 4.16126 -0.046 0.234 -0.119 0.0240
H 4.68903 0.72895 5.03833 0.071 0.077 0.033 0.4237
H 4.78615 1.76765 3.59635 0.031 -0.353 -0.069 0.3448
H 4.98695 2.92619 5.82550 -0.150 0.365 0.106 0.2340
H 4.47159 4.04606 3.53823 0.138 0.120 0.102 0.4375
H 3.81992 4.91580 4.98158 0.150 0.125 -0.225 0.3420
H 2.76284 3.94893 3.98196 0.024 -0.109 -0.082 0.1799
H 3.12688 2.09768 6.87125 -0.004 0.021 -0.029 0.2863